This record from OMol25 describes a cluster of 4 separate species, CH12NO3 in total. The level of theory is ωB97M-V/def2-TZVPD.

Values from the calculation:
HOMO-LUMO gap (eV): 12.22
Molar mass (g mol⁻¹): 86.1
HOMO level (eV): -15.14
Maximum force (eV Å⁻¹): 0.891
Calculated total energy (eV): -8858.5082
Relative energy (zero: lowest compared OMol25 entry of this formula, charge and spin) (eV): 0.588
Net charge: +1
LUMO (eV): -2.92

Last column: Mulliken charge in e.
Positions of all 17 atoms, in Å:
1 C 0.997 1.553 -0.217  -0.66
2 N 0.124 0.322 -0.280  -0.15
3 H 1.554 1.654 -1.132  0.33
4 H 0.322 2.399 -0.197  0.25
5 H 1.588 1.606 0.693  0.30
6 H 0.306 -0.183 -1.147  0.36
7 H -0.838 0.652 -0.345  0.37
8 H 0.250 -0.315 0.541  0.23
9 H 1.181 -1.820 1.967  0.33
10 H 0.059 -1.144 2.791  0.31
11 O 0.361 -1.314 1.878  -0.67
12 H -2.540 2.691 -1.289  0.32
13 H -1.889 3.482 -0.165  0.31
14 O -1.896 2.609 -0.576  -0.64
15 H 0.796 -3.807 -0.589  0.31
16 H 0.163 -3.045 -1.729  0.31
17 O 0.573 -2.910 -0.867  -0.60